--- i ---
{
  "formula": "C4H3NS",
  "method": "ωB97M-V/def2-TZVPD",
  "smiles": "CC1=NS2#CC=21",
  "homo_lumo_gap_ev": 8.0188,
  "total_charge": 0,
  "species": ["C", "C", "N", "S", "C", "C", "H", "H", "H"],
  "xyz": [[1.099, -0.692, 0.639], [-0.083, -0.089, 0.085], [-0.249, 0.244, -1.580], [-1.597, 1.154, -1.769], [-2.165, 1.245, -0.177], [-1.249, 0.508, 0.297], [1.283, 0.013, 1.460], [1.890, -0.751, -0.086], [1.072, -1.632, 1.131]],
  "mulliken_charge": [-1.010, 0.033, -0.383, 0.170, -0.261, 0.558, 0.265, 0.305, 0.321]
}


--- ii ---
{
  "formula": "C4H3NS",
  "method": "ωB97M-V/def2-TZVPD",
  "homo_lumo_gap_ev": 8.2616,
  "total_charge": 0,
  "species": ["C", "C", "C", "C", "N", "S", "H", "H", "H"],
  "xyz": [[1.057, 0.735, -0.409], [-1.487, -0.258, 0.261], [0.642, 0.837, 0.842], [0.635, -0.633, -0.363], [-0.685, -0.947, -0.473], [-0.886, 0.855, 1.427], [1.953, 0.953, -0.954], [-2.590, -0.219, 0.057], [1.361, -1.323, -0.388]],
  "mulliken_charge": [-0.260, -0.056, -0.012, -0.225, -0.451, -0.090, 0.274, 0.358, 0.461]
}


Which one sits at the top of the stability order? ii does.


--- i ---
{
  "formula": "C4H3NS",
  "method": "ωB97M-V/def2-TZVPD",
  "smiles": "C#C[C@H](S)C#N",
  "homo_lumo_gap_ev": 10.5652,
  "total_charge": 0,
  "species": ["C", "C", "C", "S", "C", "N", "H", "H", "H"],
  "xyz": [[-0.557, -0.453, -2.186], [-0.342, -0.228, -1.037], [-0.051, -0.209, 0.398], [-1.368, 0.659, 1.312], [1.305, 0.211, 0.712], [2.357, 0.648, 0.980], [-0.765, -0.624, -3.260], [-0.032, -1.255, 0.798], [-0.547, 1.251, 2.282]],
  "mulliken_charge": [0.195, -0.768, 0.393, -0.226, -0.021, -0.373, 0.397, 0.226, 0.177]
}


--- ii ---
{
  "formula": "C4H3NS",
  "method": "ωB97M-V/def2-TZVPD",
  "smiles": "S=C1C=CC=N1",
  "homo_lumo_gap_ev": 7.4376,
  "total_charge": 0,
  "species": ["S", "C", "C", "C", "C", "N", "H", "H", "H"],
  "xyz": [[1.323, 2.097, -1.389], [0.631, 0.858, -0.612], [-0.766, 0.515, -0.449], [-0.825, -0.562, 0.354], [0.574, -0.861, 0.723], [1.419, -0.109, 0.132], [-1.715, 0.906, -0.854], [-1.577, -1.244, 0.770], [0.935, -1.600, 1.325]],
  "mulliken_charge": [-0.222, 0.072, -0.306, -0.219, -0.126, -0.432, 0.362, 0.352, 0.519]
}


Which one sits at the top of the stability order? ii does.


--- i ---
{
  "formula": "C3H6ClNS",
  "method": "ωB97M-V/def2-TZVPD",
  "homo_lumo_gap_ev": 8.8324,
  "total_charge": 0,
  "species": ["C", "C", "C", "H", "H", "H", "H", "H", "H", "N", "S", "Cl"],
  "xyz": [[-1.239, 1.126, 0.509], [0.098, 0.705, -0.172], [0.158, -0.583, -0.502], [-0.701, 2.253, 1.281], [-2.174, 1.905, -0.532], [-1.931, -0.180, 1.158], [1.045, 0.829, 0.463], [-0.930, -1.012, -0.767], [2.759, -2.576, 0.638], [1.326, -1.155, -0.216], [1.418, -2.882, 0.005], [0.170, 1.571, -1.865]],
  "mulliken_charge": [-0.924, 0.541, -0.457, 0.247, 0.260, 0.262, 0.320, 0.340, 0.192, -0.382, -0.171, -0.229]
}


--- ii ---
{
  "formula": "C3H6ClNS",
  "method": "ωB97M-V/def2-TZVPD",
  "smiles": "[H]/N=C(/CCl)SC",
  "homo_lumo_gap_ev": 9.8779,
  "total_charge": 0,
  "species": ["H", "N", "C", "C", "Cl", "S", "C", "H", "H", "H", "H", "H"],
  "xyz": [[1.417, 1.156, 0.259], [0.460, 1.420, 0.125], [-0.415, 0.548, -0.009], [-1.913, 0.975, -0.313], [-2.967, -0.397, 0.084], [-0.084, -1.200, -0.171], [1.675, -1.296, 0.255], [-2.203, 1.099, -1.408], [-2.100, 1.780, 0.247], [1.743, -2.278, 0.531], [1.991, -0.709, 1.040], [2.396, -1.099, -0.639]],
  "mulliken_charge": [0.272, -0.645, 0.454, -0.385, -0.212, -0.031, -1.047, 0.244, 0.327, 0.345, 0.391, 0.287]
}


Which one sits at the top of the stability order? ii does.


--- i ---
{
  "formula": "C4H6NO",
  "method": "ωB97M-V/def2-TZVPD",
  "homo_lumo_gap_ev": [7.0435, 6.0020],
  "total_charge": -1,
  "species": ["C", "C", "C", "C", "N", "O", "H", "H", "H", "H", "H", "H"],
  "xyz": [[-0.916, 0.244, 0.194], [-1.431, 1.395, 0.649], [-0.144, -1.040, 0.516], [-0.415, -0.477, -0.826], [2.098, -0.177, -1.209], [2.507, -0.884, -0.156], [-2.124, 2.191, 0.228], [-1.477, 1.571, 1.777], [0.848, -1.049, 0.842], [-0.578, -1.982, 0.828], [-0.393, -0.679, -1.868], [2.025, 0.887, -0.975]],
  "mulliken_charge": [0.364, -0.795, -0.620, -0.600, -0.274, -0.455, 0.225, 0.167, 0.239, 0.175, 0.430, 0.144]
}


--- ii ---
{
  "formula": "C4H6NO",
  "method": "ωB97M-V/def2-TZVPD",
  "homo_lumo_gap_ev": [5.2043, 5.2049],
  "total_charge": -1,
  "species": ["C", "C", "C", "C", "N", "O", "H", "H", "H", "H", "H", "H"],
  "xyz": [[-0.819, 1.010, -0.172], [0.316, 0.238, 0.241], [-0.649, -0.998, 0.195], [1.807, 0.224, -0.030], [-1.725, -0.004, -0.263], [-2.992, -0.066, -0.138], [-1.164, 2.096, -0.074], [-0.610, -1.862, -0.557], [-0.842, -1.455, 1.148], [2.455, 1.068, 0.504], [1.850, 0.480, -1.128], [2.374, -0.732, 0.273]],
  "mulliken_charge": [-0.402, -0.038, -0.520, -0.882, 0.179, -0.828, 0.355, 0.227, 0.260, 0.185, 0.212, 0.251]
}


--- iii ---
{
  "formula": "C4H6NO",
  "method": "ωB97M-V/def2-TZVPD",
  "homo_lumo_gap_ev": 5.9867,
  "total_charge": -1,
  "species": ["C", "C", "N", "C", "O", "C", "H", "H", "H", "H", "H", "H"],
  "xyz": [[2.703, -0.383, 0.030], [1.856, 0.498, -0.088], [1.038, 1.496, -0.184], [-0.333, 1.172, -0.075], [-0.731, -0.037, -0.766], [-1.457, -0.946, 0.004], [3.325, -1.243, 0.018], [-0.639, 1.053, 0.988], [-0.926, 1.985, -0.518], [-1.027, -1.069, 1.007], [-2.520, -0.664, 0.098], [-1.419, -1.922, -0.493]],
  "mulliken_charge": [-0.687, 0.069, -0.745, -0.320, -0.338, -0.720, 0.445, 0.266, 0.209, 0.349, 0.249, 0.224]
}


Which one sits at the top of the stability order? iii does.